The following is a DFT calculation (the ωB97M-V functional and the def2-TZVPD basis) of an isolated molecule of C5H11NO.

Positions of all 18 atoms, in Å:
1 C 0.346 1.035 -1.818
2 C -0.341 0.416 -0.585
3 C -0.329 1.366 0.620
4 N -0.176 0.255 1.574
5 C 0.211 -0.667 0.471
6 O 1.598 -0.859 0.372
7 C -0.346 -2.073 0.755
8 H 0.378 0.422 -2.724
9 H -0.243 1.933 -2.067
10 H 1.361 1.413 -1.620
11 H -1.366 0.149 -0.866
12 H 1.996 -0.072 -0.017
13 H 0.579 1.984 0.629
14 H -1.191 2.022 0.767
15 H -1.097 -0.018 1.907
16 H -0.408 -2.726 -0.118
17 H -1.323 -2.045 1.252
18 H 0.351 -2.533 1.468

HOMO ... -9.025 eV
Lowest unoccupied orbital energy ... 0.93 eV
Spin multiplicity ... 1
Relative energy (zero: lowest compared OMol25 entry of this formula, charge and spin) ... 41.9 kcal per mole
Gap between HOMO and LUMO ... 9.96 eV

***

The following is a DFT calculation (the ωB97M-V functional and the def2-TZVPD basis) of a structure of composition C71H50I4N4SbTeTi.

Positions of all 132 atoms, in Å:
1 Ti -0.679 1.601 -1.739
2 I -2.849 7.614 -8.997
3 C -2.765 6.139 -7.530
4 C -2.468 4.831 -7.874
5 C -2.388 3.857 -6.893
6 C -2.637 4.130 -5.538
7 C -2.879 5.478 -5.228
8 C -2.952 6.463 -6.199
9 C -2.478 3.126 -4.449
10 C -2.890 3.469 -3.105
11 C -4.057 4.246 -2.813
12 C -4.203 4.248 -1.458
13 C -3.103 3.531 -0.918
14 C -2.603 3.786 0.361
15 C -3.498 4.451 1.342
16 C -3.330 5.788 1.687
17 C -4.192 6.401 2.584
18 C -5.227 5.666 3.142
19 I -6.530 6.583 4.489
20 C -5.405 4.331 2.816
21 C -4.541 3.730 1.913
22 C -1.265 3.591 0.685
23 N -0.437 2.862 -0.133
24 C 0.821 3.036 0.306
25 C 1.855 2.291 -0.386
26 C 3.150 2.117 0.324
27 C 4.370 2.397 -0.286
28 C 5.564 2.228 0.400
29 C 5.532 1.779 1.712
30 I 7.323 1.494 2.746
31 C 4.330 1.496 2.340
32 C 3.142 1.663 1.644
33 C 1.452 1.613 -1.492
34 C 2.262 0.481 -1.954
35 C 1.711 -0.701 -2.266
36 C 0.238 -0.736 -2.344
37 N -0.508 -0.166 -1.455
38 C -0.288 -1.113 -3.653
39 C -1.083 -0.157 -4.221
40 C -1.756 -0.243 -5.506
41 C -2.258 0.969 -5.781
42 C -1.962 1.852 -4.650
43 N -1.256 1.140 -3.712
44 C 0.298 -2.231 -4.423
45 C 0.475 -3.481 -3.828
46 C 1.049 -4.532 -4.525
47 C 1.455 -4.336 -5.837
48 I 2.310 -5.913 -6.900
49 C 1.310 -3.099 -6.446
50 C 0.741 -2.052 -5.735
51 C 0.834 3.882 1.435
52 C -0.481 4.200 1.697
53 N -2.364 2.973 -1.963
54 H -2.279 4.566 -8.906
55 H -2.087 2.877 -7.211
56 H -2.987 5.781 -4.199
57 H -3.140 7.488 -5.905
58 H -4.709 4.692 -3.544
59 H -4.970 4.741 -0.881
60 H -2.526 6.358 1.237
61 H -4.061 7.444 2.839
62 H -6.207 3.759 3.263
63 H -4.659 2.683 1.664
64 H 4.385 2.765 -1.306
65 H 6.507 2.448 -0.082
66 H 4.308 1.125 3.356
67 H 2.197 1.403 2.116
68 H 3.344 0.569 -1.995
69 H 2.297 -1.534 -2.634
70 H -1.879 -1.157 -6.065
71 H -2.923 1.217 -6.588
72 H 0.159 -3.642 -2.805
73 H 1.169 -5.492 -4.041
74 H 1.654 -2.944 -7.460
75 H 0.670 -1.077 -6.197
76 H 1.706 4.186 1.990
77 H -0.859 4.800 2.509
78 Te -0.721 0.468 2.618
79 C -0.642 0.058 4.688
80 C -1.365 -0.991 5.261
81 C -1.220 -1.316 6.604
82 C -0.355 -0.595 7.416
83 C 0.359 0.462 6.865
84 C 0.217 0.782 5.522
85 H -2.040 -1.572 4.646
86 H -1.786 -2.146 7.014
87 H -0.237 -0.853 8.462
88 H 1.038 1.040 7.484
89 H 0.790 1.601 5.102
90 C 0.969 -4.904 3.692
91 C -0.412 -4.422 3.336
92 C -1.493 -5.130 3.868
93 C -2.803 -4.780 3.594
94 C -3.056 -3.690 2.773
95 C -1.992 -2.969 2.255
96 C -0.664 -3.311 2.521
97 Sb 0.773 -2.211 1.318
98 C 2.393 -2.033 2.717
99 C 2.079 -2.011 4.078
100 C 3.030 -1.696 5.034
101 C 4.327 -1.399 4.635
102 C 4.645 -1.390 3.288
103 C 3.687 -1.680 2.314
104 C 4.099 -1.568 0.869
105 C 1.053 -4.222 0.250
106 C -0.187 -4.543 -0.305
107 C -0.451 -5.764 -0.909
108 C 0.559 -6.712 -0.985
109 C 1.810 -6.409 -0.467
110 C 2.070 -5.181 0.141
111 C 3.469 -4.910 0.635
112 H 1.280 -4.521 4.668
113 H 1.709 -4.582 2.970
114 H 0.988 -5.995 3.736
115 H -1.289 -5.986 4.504
116 H -3.619 -5.355 4.016
117 H -4.072 -3.397 2.540
118 H -2.197 -2.097 1.645
119 H 1.065 -2.228 4.398
120 H 2.753 -1.670 6.081
121 H 5.083 -1.149 5.370
122 H 5.649 -1.121 2.974
123 H 4.661 -0.645 0.706
124 H 3.245 -1.556 0.191
125 H 4.741 -2.402 0.577
126 H -0.996 -3.816 -0.253
127 H -1.437 -5.976 -1.307
128 H 0.374 -7.682 -1.433
129 H 2.606 -7.145 -0.530
130 H 4.015 -5.838 0.814
131 H 3.466 -4.329 1.558
132 H 4.030 -4.335 -0.105

HOMO ... -3.515 eV
Net charge ... -1
Lowest unoccupied orbital energy ... 0.42 eV
Spin multiplicity ... 1
Gap between HOMO and LUMO ... 3.93 eV

***

The following is a DFT calculation (the ωB97M-V functional and the def2-TZVPD basis) of a structure of composition C8H17GdP2.

Positions of all 28 atoms, in Å:
1 C 0.517 1.752 -2.047
2 C 0.230 1.432 -3.417
3 C -1.110 0.995 -3.488
4 C -1.741 1.255 -2.240
5 C -0.742 1.697 -1.333
6 Gd 1.984 0.128 0.383
7 P 2.159 2.597 1.733
8 H 1.474 2.139 -1.659
9 H 0.952 1.458 -4.237
10 H -1.602 0.617 -4.380
11 H -0.894 1.997 -0.294
12 H -2.794 1.082 -2.015
13 H 1.141 3.568 2.046
14 H 3.055 3.462 0.991
15 H 2.876 2.640 2.987
16 C 0.124 -3.567 1.375
17 P 0.239 -1.848 0.807
18 C -1.420 -1.646 0.047
19 C 0.141 -0.887 2.387
20 H -0.276 -4.186 0.563
21 H -0.544 -3.663 2.244
22 H 1.121 -3.934 1.649
23 H -2.077 -2.404 0.498
24 H -1.827 -0.638 0.187
25 H -1.321 -1.841 -1.032
26 H 0.217 -1.671 3.149
27 H 0.954 -0.135 2.605
28 H -0.838 -0.398 2.491

⟨S²⟩ ... 16.741
HOMO (alpha / beta) ... -5.515 / -5.877 eV
Lowest unoccupied orbital energy (alpha / beta) ... -0.70 / -0.03 eV
Spin multiplicity ... 8
Relative energy (zero: lowest compared OMol25 entry of this formula, charge and spin) ... 0.0 kcal per mole
Gap between HOMO and LUMO (alpha / beta) ... 4.81 / 5.85 eV

***

The following is a DFT calculation (the ωB97M-V functional and the def2-TZVPD basis) of a cluster of 3 separate species, C25H38N2O4 in total.

Positions of all 69 atoms, in Å:
1 C 5.680 2.489 -0.524
2 C 5.626 1.325 0.445
3 C 4.594 0.261 0.077
4 C 3.246 0.436 0.754
5 C 2.208 -0.509 0.161
6 C 0.893 -0.533 0.951
7 C -0.287 -0.777 0.017
8 C -1.599 -1.024 0.765
9 C -2.846 -0.420 0.134
10 C -3.970 -0.353 1.203
11 C -4.663 0.990 1.325
12 O -6.010 0.871 0.873
13 C -6.557 2.136 0.539
14 C -8.060 2.049 0.492
15 C -3.437 -1.230 -1.029
16 O -2.773 -0.686 -2.175
17 C -2.784 0.649 -1.888
18 O -2.916 1.573 -2.691
19 O -2.575 0.795 -0.546
20 H 6.542 3.100 -0.291
21 H 4.790 3.105 -0.452
22 H 5.789 2.145 -1.545
23 H 6.606 0.855 0.487
24 H 5.420 1.684 1.448
25 H 4.966 -0.730 0.316
26 H 4.421 0.265 -0.997
27 H 2.897 1.464 0.697
28 H 3.320 0.190 1.812
29 H 2.642 -1.505 0.174
30 H 2.041 -0.250 -0.881
31 H 0.792 0.436 1.430
32 H 0.950 -1.317 1.697
33 H -0.339 0.070 -0.655
34 H -0.023 -1.643 -0.581
35 H -1.736 -2.094 0.853
36 H -1.497 -0.633 1.771
37 H -3.595 -0.645 2.173
38 H -4.731 -1.081 0.944
39 H -4.689 1.307 2.366
40 H -4.166 1.770 0.757
41 H -6.148 2.476 -0.408
42 H -6.284 2.841 1.323
43 H -8.413 1.175 -0.039
44 H -8.478 2.105 1.487
45 H -8.433 2.918 -0.042
46 H -4.465 -0.880 -1.127
47 H -3.451 -2.304 -0.938
48 N -5.314 -4.131 -0.091
49 C -6.362 -3.977 0.717
50 C -7.649 -4.370 0.388
51 C -7.863 -4.953 -0.850
52 C -6.785 -5.119 -1.704
53 C -5.537 -4.693 -1.277
54 H -6.153 -3.514 1.675
55 H -8.462 -4.221 1.085
56 H -8.854 -5.272 -1.146
57 H -6.906 -5.567 -2.680
58 H -4.667 -4.806 -1.915
59 N 9.085 3.147 -0.583
60 C 9.597 2.839 0.606
61 C 10.861 2.299 0.784
62 C 11.638 2.062 -0.337
63 C 11.121 2.374 -1.583
64 C 9.845 2.913 -1.650
65 H 8.955 3.037 1.458
66 H 11.225 2.071 1.777
67 H 12.631 1.640 -0.241
68 H 11.692 2.204 -2.486
69 H 9.404 3.172 -2.606

HOMO ... -9.717 eV
Lowest unoccupied orbital energy ... 0.75 eV
Spin multiplicity ... 1
Relative energy (zero: lowest compared OMol25 entry of this formula, charge and spin) ... 65.5 kcal per mole
Gap between HOMO and LUMO ... 10.46 eV

***

The following is a DFT calculation (the ωB97M-V functional and the def2-TZVPD basis) of a structure of composition C28H54OP2Re.

Positions of all 86 atoms, in Å:
1 Re 2.107 -1.155 -1.071
2 C 1.595 -2.059 1.050
3 C 2.995 -1.735 0.823
4 C 1.882 0.206 1.499
5 C 0.964 -0.883 1.648
6 C 3.122 -0.289 1.000
7 C 1.016 -3.426 1.071
8 H 1.457 -4.043 0.281
9 H -0.069 -3.383 0.919
10 H 1.218 -3.908 2.039
11 C -0.210 -0.863 2.428
12 H -0.876 -1.728 2.351
13 H -1.449 0.306 2.088
14 H -0.119 -0.398 3.418
15 C 1.653 1.587 1.990
16 H 2.022 1.719 3.021
17 H 0.582 1.823 1.991
18 H 2.161 2.328 1.357
19 C 4.394 0.483 0.907
20 H 5.258 -0.177 1.045
21 H 4.410 1.270 1.670
22 H 4.497 0.968 -0.070
23 C 4.111 -2.723 0.769
24 H 4.296 -3.129 1.776
25 H 5.026 -2.245 0.408
26 H 3.859 -3.556 0.104
27 C 0.540 -1.309 -2.239
28 C 1.364 -2.546 -2.242
29 C 2.178 -2.888 -3.487
30 C 3.483 -2.074 -3.526
31 C 3.611 -1.156 -2.312
32 C 2.892 0.147 -2.301
33 C 1.933 0.488 -3.426
34 C 0.622 -0.333 -3.402
35 H 1.584 -2.734 -4.397
36 H 3.569 -1.504 -4.459
37 H 2.429 -3.956 -3.445
38 H 0.474 -0.853 -4.359
39 H -0.452 -1.418 -1.793
40 H 0.881 -3.413 -1.792
41 H -0.219 0.365 -3.302
42 H 1.670 1.550 -3.336
43 H 3.471 0.991 -1.929
44 H 2.429 0.375 -4.399
45 H 4.325 -2.774 -3.504
46 H 4.622 -1.122 -1.898
47 P -2.773 -1.979 -0.247
48 C -4.070 -2.252 1.032
49 H -5.057 -2.367 0.561
50 H -4.089 -1.408 1.734
51 H -3.824 -3.169 1.584
52 C -3.395 -0.359 -0.862
53 H -4.447 -0.440 -1.167
54 H -2.787 -0.044 -1.719
55 H -3.283 0.383 -0.059
56 C -3.448 -3.070 -1.566
57 H -2.965 -2.830 -2.522
58 H -4.536 -2.946 -1.648
59 H -3.211 -4.110 -1.303
60 P -0.482 3.129 -1.232
61 C 1.067 4.053 -0.851
62 H 1.234 4.851 -1.589
63 H 1.901 3.338 -0.912
64 H 1.045 4.468 0.167
65 C -1.103 4.137 -2.640
66 H -0.677 3.741 -3.572
67 H -0.827 5.193 -2.526
68 H -2.192 4.024 -2.691
69 C -1.602 3.754 0.088
70 H -1.064 4.406 0.790
71 H -1.994 2.880 0.632
72 H -2.443 4.297 -0.367
73 C -4.149 2.072 2.676
74 C -2.857 1.380 3.094
75 C -1.880 2.365 3.723
76 C -3.140 0.269 4.097
77 O -2.274 0.854 1.878
78 H -4.641 2.529 3.545
79 H -4.853 1.357 2.232
80 H -3.956 2.863 1.941
81 H -2.332 2.823 4.612
82 H -0.965 1.841 4.032
83 H -1.609 3.158 3.016
84 H -3.567 0.690 5.017
85 H -3.854 -0.457 3.692
86 H -2.209 -0.250 4.362

⟨S²⟩ ... 3.861
HOMO (alpha / beta) ... -13.387 / -13.213 eV
Net charge ... +2
Lowest unoccupied orbital energy (alpha / beta) ... -9.08 / -10.02 eV
Spin multiplicity ... 4
Gap between HOMO and LUMO (alpha / beta) ... 4.31 / 3.19 eV

***

The following is a DFT calculation (the ωB97M-V functional and the def2-TZVPD basis) of a structure of composition C24H20AsIrO6PS2Se2.

Positions of all 57 atoms, in Å:
1 Ir -0.870 -0.462 -2.687
2 Se 2.263 -0.669 -2.703
3 P 1.798 1.267 -1.967
4 Se -0.211 1.899 -2.622
5 C 1.829 1.319 -0.141
6 C 0.950 2.115 0.585
7 C 1.029 2.156 1.971
8 C 1.976 1.396 2.638
9 C 2.848 0.589 1.917
10 C 2.776 0.550 0.533
11 C 2.985 2.563 -2.446
12 C 3.972 2.301 -3.387
13 C 4.845 3.309 -3.773
14 C 4.734 4.577 -3.222
15 C 3.747 4.840 -2.280
16 C 2.874 3.837 -1.893
17 H 0.180 2.677 0.069
18 H 0.327 2.762 2.529
19 H 2.016 1.409 3.720
20 H 3.574 -0.025 2.434
21 H 3.431 -0.101 -0.034
22 H 4.044 1.305 -3.807
23 H 5.614 3.102 -4.508
24 H 5.416 5.362 -3.524
25 H 3.657 5.829 -1.847
26 H 2.103 4.043 -1.160
27 O -5.598 -0.743 -1.581
28 As -3.861 -0.525 -1.284
29 O -3.644 0.601 -0.106
30 O -3.130 -0.270 -2.751
31 C -3.446 -2.266 -0.517
32 C -3.618 -2.247 0.870
33 C -3.292 -3.328 1.669
34 C -2.734 -4.452 1.083
35 C -2.534 -4.486 -0.284
36 C -2.916 -3.422 -1.111
37 S -2.705 -3.908 -2.814
38 O -2.436 -2.627 -3.744
39 O 0.830 -2.729 0.150
40 O -1.032 -2.197 -3.656
41 H -5.995 0.130 -1.678
42 H -3.994 -1.334 1.316
43 H -3.434 -3.274 2.741
44 H -2.427 -5.295 1.691
45 H -2.048 -5.343 -0.735
46 S -0.142 -1.602 0.132
47 C -0.511 -1.180 1.794
48 C 0.166 -1.788 2.846
49 C -0.155 -1.433 4.146
50 C -1.146 -0.488 4.386
51 C -1.821 0.104 3.325
52 C -1.508 -0.231 2.016
53 H 0.926 -2.528 2.626
54 H 0.365 -1.896 4.976
55 H -1.400 -0.219 5.405
56 H -2.605 0.827 3.513
57 H -2.061 0.199 1.181

⟨S²⟩ ... 6.024
HOMO (alpha / beta) ... -3.894 / -5.348 eV
Net charge ... -1
Lowest unoccupied orbital energy (alpha / beta) ... 2.48 / 1.33 eV
Spin multiplicity ... 5
Relative energy (zero: lowest compared OMol25 entry of this formula, charge and spin) ... 24.1 kcal per mole
Gap between HOMO and LUMO (alpha / beta) ... 6.38 / 6.68 eV

***

Number 1: largest force on an atom 0.34 eV/Å, total energy -327.0645 Ha. Number 2: largest force on an atom 0.65 eV/Å, total energy -5503.1556 Ha. Number 3: largest force on an atom 1.73 eV/Å, total energy -1763.1591 Ha. Number 4: largest force on an atom 3.69 eV/Å, total energy -1385.8430 Ha. Number 5: largest force on an atom 7.84 eV/Å, total energy -1934.6902 Ha. Number 6: largest force on an atom 0.31 eV/Å, total energy -9658.6322 Ha.